A cluster of 2 separate species, C10H11ClNO in total in a non-equilibrium geometry, computed with ωB97M-V with the def2-TZVPD basis set.

Results
HOMO-LUMO gap (alpha / beta) ... 7.33 / 4.38 eV
F_max ... 5.9 eV/A
Spin multiplicity ... 3
E_tot ... -977.31044 hartree
HOMO energy (alpha / beta) ... -0.390 / -0.455 hartree
Total charge ... +1

Geometry as XYZ:
```
24
C10H11ClNO, DFT ωB97M-V with the def2-TZVPD basis set
Cl -0.061 2.039 0.093
O -5.310 2.662 -0.938
N -1.747 0.352 -1.653
C 2.704 -1.657 2.499
C -4.313 2.520 -0.258
C -0.514 -0.235 -1.248
C -3.342 2.259 0.496
C 2.185 -0.410 2.852
C 0.132 0.450 -0.104
C 1.130 -0.229 0.740
C 1.380 0.274 2.022
C 1.627 -1.476 0.339
C 2.414 -2.174 1.247
H 2.886 -3.081 0.948
H -5.357 2.849 -1.821
H 3.423 -2.073 3.101
H 2.455 -0.015 3.875
H 0.782 1.233 2.397
H -3.212 2.576 1.529
H 0.314 -0.281 -2.098
H -1.828 1.223 -2.025
H -0.745 -1.323 -1.017
H 1.639 -1.591 -0.718
H -2.584 -0.226 -1.962
```